[1]
Here is the molecule C2H3ClS in a non-equilibrium geometry from the OMol25 dataset. Energies are from the ωB97M-V functional and the def2-TZVPD basis.

The geometry in XYZ format:
```
7
Properties=species:S:1:pos:R:3:mulliken_charge:R:1
S 1.15 -1.73 0.86 -0.1879
C 0.27 -0.37 0.77 -0.1940
C -0.19 0.21 -0.55 -0.3400
Cl -0.24 2.00 -0.62 -0.1900
H -0.14 0.11 1.65 0.2980
H -1.22 -0.13 -0.74 0.2828
H 0.38 -0.09 -1.37 0.3312
```

Calculated values
LUMO energy: -0.026 hartree
Max |F|: 1.413 eV Å⁻¹
HOMO-LUMO gap: 0.314 Ha
SMILES string: S=CCCl
Multiplicity: 1

[2]
Here is a structure of composition CH16O7 in a non-equilibrium geometry from the OMol25 dataset. Energies are from the ωB97M-V functional and the def2-TZVPD basis.

The geometry in XYZ format:
```
24
Properties=species:S:1:pos:R:3:mulliken_charge:R:1
C 1.50 1.44 -1.90 -0.6416
O 0.42 0.92 -1.07 -0.7849
H 1.67 0.73 -2.81 0.2252
H 1.23 2.48 -2.27 0.2209
H 2.40 1.40 -1.25 0.2770
H 0.87 0.70 0.01 0.4844
H 1.81 -0.63 1.53 0.4397
H 2.05 -1.89 2.36 0.3046
O 1.90 -1.60 1.47 -0.7172
H 0.03 0.76 1.62 0.5247
H 1.74 1.52 1.48 0.3804
O 1.04 0.73 1.22 -0.8469
H -0.41 -2.02 -1.48 0.2763
H -0.12 -0.53 -1.70 0.4677
O -0.73 -1.28 -2.05 -0.7010
H -1.42 0.78 0.71 0.4190
H -1.43 -0.54 1.58 0.4305
O -1.29 0.41 1.59 -0.6904
H -1.03 1.69 -1.07 0.4608
H -2.61 1.39 -1.08 0.3154
O -1.94 1.85 -0.55 -0.7983
H -1.09 -2.31 0.02 0.2456
H -0.07 -2.16 1.17 0.4109
O -0.98 -2.29 0.97 -0.7028
```

Calculated values
LUMO energy: -0.001 hartree
Max |F|: 5.640 eV Å⁻¹
HOMO-LUMO gap: 0.378 Ha
Multiplicity: 1

[3]
Here is the molecule C18H22N2O6 from the OMol25 dataset. Energies are from the ωB97M-V functional and the def2-TZVPD basis.

The geometry in XYZ format:
```
48
Properties=species:S:1:pos:R:3:mulliken_charge:R:1
O -0.64 -0.86 0.31 -0.7723
C -0.84 -2.05 0.35 0.7371
C 0.32 -3.05 0.40 -0.7394
O 1.54 -2.36 0.21 -0.2836
C 1.69 -1.82 -1.00 0.1076
O 0.96 -2.01 -1.93 -0.6127
C 2.90 -0.90 -1.05 0.6491
C 2.48 0.46 -0.46 -0.6663
O 3.55 1.37 -0.54 -0.4284
C 4.74 0.84 -0.11 0.5398
C 5.78 1.71 0.19 -0.7375
C 6.99 1.22 0.64 -0.4576
C 7.16 -0.15 0.83 -0.4693
C 6.14 -1.02 0.52 -0.6894
C 4.93 -0.54 0.04 0.5399
O 3.95 -1.45 -0.29 -0.3671
N -2.06 -2.64 0.38 -0.1326
C -3.36 -2.03 0.32 0.4700
O -4.33 -2.75 0.36 -0.6793
N -3.34 -0.70 0.24 0.0784
C -4.54 0.11 0.13 -0.4246
C -4.59 0.80 -1.24 -0.9378
C -3.50 1.86 -1.37 -0.4332
C -3.60 2.88 -0.25 -0.7180
C -3.49 2.20 1.11 -0.4688
C -4.59 1.14 1.26 -0.9298
H 0.19 -3.81 -0.38 0.4000
H 0.39 -3.52 1.38 0.4017
H 3.21 -0.76 -2.09 0.3657
H 1.65 0.89 -1.03 0.3305
H 2.17 0.31 0.58 0.3606
H 5.62 2.77 0.05 0.4352
H 7.80 1.90 0.87 0.3847
H 8.10 -0.53 1.20 0.3757
H 6.25 -2.08 0.64 0.4100
H -2.12 -3.65 0.42 0.2678
H -2.44 -0.23 0.20 0.3299
H -5.38 -0.59 0.22 0.4758
H -5.57 1.28 -1.34 0.4103
H -4.49 0.06 -2.02 0.3709
H -3.60 2.36 -2.34 0.3528
H -2.51 1.39 -1.35 0.1664
H -2.81 3.63 -0.35 0.3359
H -4.56 3.40 -0.31 0.3250
H -3.59 2.93 1.91 0.3512
H -2.51 1.74 1.21 0.1991
H -5.56 1.62 1.24 0.4112
H -4.48 0.62 2.22 0.3651
```

Calculated values
LUMO energy: 0.020 hartree
Max |F|: 0.712 eV Å⁻¹
HOMO-LUMO gap: 0.333 Ha
SMILES string: O=C(COC(=O)[C@H]1COc2ccccc2O1)NC(=O)NC1CCCCC1
Multiplicity: 1

Look up the max |F| of the first one.
1.413 eV Å⁻¹